# 1
{
  "formula": "C2H2N2O3",
  "method": "wB97M-V/def2-TZVPD",
  "species": ["N", "C", "O", "C", "N", "O", "O", "H", "H"],
  "positions_angstrom": [[-1.641, -0.373, 2.909], [-1.026, -0.359, 1.932], [-0.060, -0.058, 1.145], [-0.248, -0.018, -0.580], [1.130, 0.254, -1.017], [1.749, -0.669, -1.431], [1.519, 1.399, -1.000], [-0.921, 0.871, -1.042], [-0.502, -1.046, -0.916]],
  "atomic_forces_ev_per_a": [[-0.68, -0.66, -0.16], [0.32, 1.03, 0.36], [0.26, 0.17, -4.49], [-1.78, 0.80, 1.56], [-0.06, 1.44, 0.34], [0.89, -1.94, -0.56], [-0.33, 0.47, 0.37], [1.39, -2.15, 1.92], [-0.01, 0.84, 0.66]],
  "energy_ev": -11222.9952,
  "lumo_energy_ev": -1.586,
  "de_lowest_ev": 5.810,
  "gap_ev": 9.71,
  "homo_ev": -11.292,
  "smiles": "N#COC[N+](=O)[O-]"
}

# 2
{
  "formula": "C4H7NO2",
  "method": "wB97M-V/def2-TZVPD",
  "species": ["O", "C", "C", "N", "C", "C", "O", "H", "H", "H", "H", "H", "H", "H"],
  "positions_angstrom": [[-0.478, 0.141, -2.281], [-0.259, 0.336, -1.112], [0.879, 1.313, -0.420], [0.990, 0.843, 0.956], [-0.090, -0.400, 1.260], [-0.967, -0.658, 0.049], [-0.913, -1.976, -0.455], [1.808, 1.211, -1.018], [0.554, 2.369, -0.501], [1.901, 0.404, 1.052], [-0.632, -0.013, 2.123], [0.493, -1.295, 1.519], [-2.027, -0.367, 0.190], [-1.260, -1.909, -1.362]],
  "atomic_forces_ev_per_a": [[0.29, 0.47, 1.26], [0.27, -0.41, 0.66], [-1.62, -1.23, -1.00], [-1.17, -1.96, 0.03], [1.42, 1.54, -0.36], [0.97, 1.70, -1.19], [0.05, 0.38, 0.01], [-0.51, -0.08, 0.33], [-0.03, -0.54, 0.13], [-0.20, 0.07, 0.11], [-0.02, -0.30, -0.14], [-0.22, 0.35, -0.05], [0.57, 0.17, 0.02], [0.20, -0.16, 0.20]],
  "energy_ev": -9845.0151,
  "lumo_energy_ev": 0.913,
  "de_lowest_ev": 2.265,
  "gap_ev": 10.11,
  "homo_ev": -9.196,
  "smiles": "O=C1CNC[C@@H]1O"
}

# 3
{
  "formula": "C37H26Cl3N3O7SV",
  "method": "wB97M-V/def2-TZVPD",
  "species": ["V", "O", "C", "O", "C", "C", "Cl", "N", "N", "C", "C", "O", "O", "C", "C", "C", "C", "C", "C", "H", "H", "H", "H", "H", "H", "O", "S", "C", "C", "C", "C", "C", "C", "C", "C", "C", "C", "C", "C", "H", "H", "H", "H", "H", "H", "H", "H", "H", "H", "Cl", "C", "C", "C", "C", "C", "Cl", "C", "N", "C", "C", "C", "C", "C", "C", "C", "C", "O", "O", "H", "H", "H", "H", "H", "H", "H", "H", "H", "H"],
  "positions_angstrom": [[-0.157, -0.439, -0.551], [0.355, -6.570, 2.407], [0.208, -5.373, 1.827], [-0.387, -5.248, 0.794], [0.714, -4.176, 2.536], [1.289, -3.954, 3.770], [1.745, -5.074, 4.969], [1.515, -2.627, 3.892], [1.100, -1.962, 2.794], [0.628, -2.888, 1.989], [0.075, -2.395, 0.698], [0.750, -2.337, -0.367], [-1.027, -1.754, 0.744], [2.074, -1.889, 4.983], [3.119, -1.018, 4.722], [3.635, -0.256, 5.758], [3.109, -0.372, 7.039], [2.059, -1.247, 7.284], [1.530, -2.008, 6.252], [0.834, -6.510, 3.245], [3.511, -0.942, 3.717], [4.457, 0.422, 5.567], [3.519, 0.218, 7.847], [1.646, -1.334, 8.280], [0.697, -2.676, 6.427], [-1.323, 1.097, -0.349], [-0.865, 2.483, 0.198], [-2.409, 3.323, 0.404], [-2.380, 4.707, 0.315], [-3.565, 5.408, 0.479], [-4.749, 4.722, 0.710], [-4.761, 3.333, 0.778], [-3.584, 2.619, 0.627], [-0.346, 2.125, 1.854], [0.810, 2.758, 2.294], [1.289, 2.458, 3.560], [0.630, 1.524, 4.348], [-0.519, 0.892, 3.886], [-1.020, 1.191, 2.632], [-1.451, 5.226, 0.111], [-3.564, 6.488, 0.415], [-5.673, 5.272, 0.829], [-5.690, 2.805, 0.949], [-3.577, 1.538, 0.660], [1.334, 3.450, 1.646], [2.191, 2.934, 3.921], [1.026, 1.274, 5.325], [-1.018, 0.154, 4.499], [-1.900, 0.685, 2.254], [-1.434, -1.098, -2.416], [-1.997, 0.388, -3.175], [-3.346, 0.652, -3.004], [-3.882, 1.826, -3.493], [-3.051, 2.726, -4.143], [-1.714, 2.434, -4.322], [-0.713, 3.586, -5.145], [-1.125, 1.242, -3.857], [0.232, 1.032, -4.008], [0.833, -0.209, -4.379], [0.149, -1.114, -5.179], [0.739, -2.314, -5.540], [2.028, -2.599, -5.118], [2.713, -1.685, -4.332], [2.135, -0.484, -3.940], [2.925, 0.490, -3.090], [2.144, 1.144, -1.966], [2.309, 2.287, -1.626], [1.278, 0.339, -1.372], [-3.960, -0.064, -2.474], [-4.933, 2.043, -3.366], [-3.438, 3.658, -4.532], [0.718, 1.847, -4.354], [-0.850, -0.871, -5.523], [0.197, -3.016, -6.159], [2.499, -3.532, -5.398], [3.718, -1.915, -4.000], [3.378, 1.282, -3.686], [3.748, -0.052, -2.616]],
  "atomic_forces_ev_per_a": [[0.70, -0.12, -0.58], [0.11, -0.02, -0.05], [-0.42, 0.07, 0.29], [0.16, -0.01, -0.14], [0.06, -0.10, -0.14], [0.15, 0.07, -0.01], [0.00, 0.01, 0.02], [-0.08, -0.05, 0.05], [0.07, -0.02, 0.05], [0.00, -0.11, -0.11], [-0.09, -0.12, 0.07], [-0.09, 0.47, 0.47], [0.06, 0.37, -0.06], [-0.03, 0.03, -0.02], [0.02, -0.02, -0.03], [0.01, -0.01, 0.02], [0.02, 0.00, -0.01], [0.01, 0.01, 0.00], [-0.04, 0.00, 0.01], [0.02, 0.01, -0.03], [0.01, 0.01, 0.00], [0.00, 0.00, 0.00], [-0.01, -0.01, -0.01], [0.00, 0.00, -0.01], [0.00, -0.01, 0.00], [0.13, -0.07, 0.18], [-0.03, 0.12, -0.02], [-0.03, -0.06, 0.03], [0.04, -0.02, -0.01], [-0.02, 0.01, 0.01], [0.01, 0.00, 0.00], [0.01, 0.00, 0.00], [-0.01, 0.00, 0.00], [0.09, -0.02, -0.04], [0.02, -0.01, -0.06], [0.01, -0.04, 0.03], [0.02, 0.02, 0.00], [-0.02, -0.01, -0.02], [-0.01, -0.03, 0.02], [-0.02, 0.00, 0.00], [0.00, -0.01, 0.00], [0.00, 0.00, 0.00], [0.00, 0.01, 0.00], [-0.02, 0.01, -0.01], [0.00, -0.01, 0.01], [0.00, 0.01, 0.00], [-0.03, 0.00, 0.00], [0.01, 0.01, 0.00], [-0.01, 0.00, 0.01], [-0.19, -0.24, -0.45], [-0.18, 0.06, -0.02], [-0.02, -0.04, 0.02], [0.00, 0.02, 0.00], [0.02, 0.01, -0.01], [-0.03, -0.01, 0.04], [0.02, 0.02, -0.01], [0.16, -0.04, 0.02], [0.02, -0.04, -0.03], [0.06, 0.06, 0.05], [0.03, -0.02, -0.02], [-0.01, 0.01, -0.01], [0.01, -0.02, 0.00], [0.00, -0.03, 0.03], [-0.09, 0.07, 0.02], [-0.20, -0.19, -0.01], [0.16, 0.22, -0.54], [-0.12, -0.05, 0.16], [-0.44, -0.23, 0.88], [0.01, 0.01, -0.01], [0.00, 0.00, 0.00], [0.00, 0.00, 0.00], [0.01, 0.02, 0.00], [0.01, 0.00, 0.00], [0.00, 0.01, 0.00], [0.00, 0.01, 0.00], [0.00, 0.00, 0.00], [-0.04, 0.07, 0.01], [0.01, 0.00, -0.03]],
  "charge": 1,
  "energy_ev": -131680.9386,
  "lumo_energy_ev": [-3.490, -2.767],
  "de_lowest_ev": 1.597,
  "gap_ev": [7.04, 7.76],
  "homo_ev": [-10.533, -10.531],
  "multiplicity": 3
}

# 4
{
  "formula": "C7H6BrCl3N3O2",
  "method": "wB97M-V/def2-TZVPD",
  "species": ["O", "C", "N", "C", "C", "N", "C", "N", "C", "C", "O", "Br", "H", "H", "H", "H", "H", "C", "Cl", "Cl", "Cl", "H"],
  "positions_angstrom": [[-2.755, 0.468, 1.015], [-1.745, 0.610, 0.148], [-0.603, 0.715, -0.609], [0.305, -0.468, -0.351], [0.187, -1.955, -1.031], [1.309, -2.830, -0.506], [2.161, -2.040, 0.462], [1.512, -0.655, 0.543], [2.061, 0.443, 1.471], [2.071, -0.241, 2.987], [1.075, -1.095, 3.353], [3.484, 0.087, 4.381], [-0.638, -2.339, -1.799], [1.513, -3.825, -0.760], [3.119, -2.313, 1.077], [1.288, 1.341, 1.469], [3.103, 0.855, 1.134], [-3.465, 2.758, -2.625], [-2.249, 2.197, -1.465], [-3.418, 1.776, -4.099], [-5.082, 2.717, -1.902], [-3.234, 3.793, -2.893]],
  "atomic_forces_ev_per_a": [[8.75, 1.09, -7.52], [-3.45, -1.42, 4.79], [-1.41, -3.99, 4.76], [1.35, -6.27, -0.67], [1.67, 2.48, 2.36], [0.21, 5.55, 2.25], [-4.64, 2.22, -2.61], [-0.02, -2.30, -1.53], [-0.28, 0.03, 0.77], [-5.63, -4.66, 2.22], [6.87, 6.00, -2.97], [-1.45, -0.04, -1.99], [2.24, 0.88, 1.97], [-0.38, 1.41, 0.29], [-2.23, 0.36, -1.49], [1.57, -2.01, 0.07], [-1.98, -1.09, 0.67], [-0.98, 0.13, -0.20], [-0.69, 1.74, -1.53], [0.11, 0.19, 0.33], [0.31, 0.05, -0.12], [0.05, -0.34, 0.16]],
  "charge": 1,
  "energy_ev": -123515.1916,
  "lumo_energy_ev": -4.519,
  "gap_ev": 8.67,
  "homo_ev": -13.189
}

# 5
{
  "formula": "C21H26N2O3S",
  "method": "wB97M-V/def2-TZVPD",
  "species": ["C", "C", "C", "N", "S", "O", "O", "C", "C", "C", "C", "C", "C", "C", "O", "N", "C", "C", "C", "C", "C", "C", "C", "C", "C", "C", "C", "H", "H", "H", "H", "H", "H", "H", "H", "H", "H", "H", "H", "H", "H", "H", "H", "H", "H", "H", "H", "H", "H", "H", "H", "H", "H"],
  "positions_angstrom": [[3.530, 4.956, -0.175], [2.162, 4.444, 0.266], [1.236, 5.584, 0.682], [1.579, 3.645, -0.803], [0.291, 2.657, -0.390], [-0.943, 3.212, -0.874], [0.392, 2.336, 1.006], [0.661, 1.173, -1.304], [-0.299, 0.605, -2.118], [-0.060, -0.634, -2.685], [1.129, -1.309, -2.425], [1.280, -2.739, -2.853], [0.720, -3.655, -1.744], [-0.704, -3.211, -1.436], [-1.602, -3.473, -2.219], [-0.922, -2.479, -0.321], [0.072, -2.200, 0.701], [-0.437, -1.181, 1.726], [-1.744, -1.653, 2.278], [-2.049, -1.711, 3.627], [-3.282, -2.192, 4.037], [-4.205, -2.628, 3.101], [-3.901, -2.581, 1.750], [-2.674, -2.090, 1.338], [-2.273, -1.975, -0.100], [2.108, -0.690, -1.652], [1.875, 0.552, -1.086], [3.422, 5.652, -1.004], [4.157, 4.129, -0.497], [4.017, 5.469, 0.649], [2.274, 3.750, 1.105], [1.091, 6.277, -0.146], [0.269, 5.177, 0.970], [1.655, 6.129, 1.524], [1.319, 4.206, -1.602], [-1.226, 1.135, -2.274], [-0.814, -1.101, -3.300], [2.327, -2.987, -3.035], [0.709, -2.916, -3.765], [1.366, -3.637, -0.870], [0.670, -4.676, -2.125], [0.983, -1.807, 0.243], [0.315, -3.132, 1.231], [0.308, -1.069, 2.515], [-0.558, -0.204, 1.247], [-1.325, -1.375, 4.356], [-3.521, -2.231, 5.089], [-5.162, -3.008, 3.424], [-4.617, -2.923, 1.018], [-2.306, -0.917, -0.402], [-2.940, -2.541, -0.753], [3.045, -1.197, -1.472], [2.604, 1.034, -0.455]],
  "atomic_forces_ev_per_a": [[-0.27, -0.28, 0.07], [0.19, 0.30, 0.53], [0.12, -0.29, 0.06], [-0.56, -0.70, 0.09], [0.10, -0.04, -0.48], [0.16, -0.08, -0.24], [0.33, 0.08, 0.05], [-0.20, 0.43, 0.23], [-0.14, 0.15, 0.00], [0.16, 0.09, 0.00], [0.06, 0.13, -0.18], [-0.04, -0.04, 0.09], [-0.16, -0.05, -0.16], [0.30, -0.29, 0.23], [-0.14, -0.09, -0.46], [-0.29, 0.09, 0.16], [0.54, -0.04, 0.26], [-0.03, -0.13, -0.14], [-0.04, -0.01, 0.02], [0.01, 0.02, -0.05], [-0.04, -0.02, 0.09], [-0.09, -0.02, 0.05], [0.06, 0.04, -0.04], [0.06, 0.01, 0.08], [-0.32, -0.01, -0.24], [-0.05, 0.18, -0.03], [0.15, -0.14, 0.03], [0.03, 0.12, -0.11], [0.10, -0.06, -0.03], [0.06, 0.10, 0.05], [0.10, 0.19, -0.02], [-0.02, 0.10, -0.08], [-0.10, 0.10, 0.07], [0.01, 0.10, 0.08], [-0.12, 0.03, -0.24], [-0.14, 0.01, -0.07], [-0.10, -0.07, -0.04], [-0.02, 0.01, -0.05], [0.05, -0.03, -0.01], [0.05, 0.00, 0.03], [-0.04, 0.02, 0.10], [-0.10, -0.12, 0.10], [0.07, 0.15, -0.03], [0.02, 0.03, -0.04], [0.06, 0.02, 0.00], [0.09, 0.03, 0.09], [-0.02, -0.01, 0.09], [-0.08, -0.03, 0.03], [-0.07, -0.05, -0.09], [-0.06, -0.08, -0.06], [0.08, 0.18, 0.12], [0.09, -0.05, 0.04], [0.19, 0.00, 0.05]],
  "energy_ev": -42157.7417,
  "lumo_energy_ev": 0.569,
  "de_lowest_ev": 1.367,
  "gap_ev": 9.59,
  "homo_ev": -9.018,
  "smiles": "CC(C)NS(=O)(=O)c1ccc(CCC(=O)N2CCc3ccccc3C2)cc1"
}